8
Properties=species:S:1:pos:R:3:nbo_charge:R:1 method="wB97M-V/def2-TZVPD" homo_energy_ev=-10.679 energy_ev=-4654.9294 smiles="C=N.O"
C 0.406 1.377 0.253 -0.025
N 0.957 0.254 0.414 -0.629
H -0.601 1.365 -0.161 0.173
H 0.822 2.340 0.518 0.155
H 1.909 0.351 0.764 0.347
H -1.037 -1.785 -1.430 0.463
H -0.421 -0.914 -0.290 0.488
O -1.217 -1.404 -0.559 -0.972